{
  "formula": "C24H21MoN2OPS3Se3Te",
  "method": "wB97M-V/def2-TZVPD",
  "species": ["C", "H", "C", "S", "C", "H", "H", "S", "H", "H", "H", "O", "C", "C", "C", "H", "C", "C", "C", "H", "C", "C", "C", "P", "C", "C", "C", "H", "H", "H", "Mo", "N", "S", "H", "C", "Se", "H", "C", "C", "Te", "H", "N", "H", "H", "C", "C", "C", "H", "Se", "C", "H", "C", "Se", "C", "H", "H", "H"],
  "xyz": [[4.018, 5.624, 0.407], [-1.400, -0.219, -1.984], [-0.028, -6.262, -1.013], [3.672, 1.182, 1.224], [-0.157, 1.734, 1.960], [4.174, 6.685, 0.293], [-0.331, -7.976, 0.221], [1.011, -1.647, -1.192], [-2.491, 4.676, -1.231], [-1.045, -6.667, 2.193], [5.235, 2.653, -0.669], [-3.851, 3.490, 1.372], [-0.367, -6.899, 0.171], [3.678, 2.922, 0.782], [-4.382, -2.644, -1.518], [2.479, 5.865, 1.878], [4.623, 3.368, -0.133], [-2.133, -2.003, -1.036], [-1.712, 2.936, 0.583], [-3.530, 0.162, -3.205], [-0.762, -6.167, 1.280], [3.066, 5.165, 1.306], [-0.940, 2.566, -0.519], [-0.615, -2.368, -0.132], [-3.203, -2.871, -0.837], [-3.034, 3.670, 0.505], [-4.485, -1.566, -2.384], [-5.218, -3.313, -1.376], [-1.218, 2.841, -1.525], [0.265, -6.835, -1.876], [1.666, -0.367, 0.685], [-3.210, 4.464, -0.565], [-0.553, -1.340, 1.616], [0.173, 1.356, 2.925], [-1.290, 2.516, 1.844], [3.863, 0.126, -0.728], [-1.116, -4.200, 2.076], [-0.458, -4.157, 0.029], [2.888, 3.804, 1.501], [5.169, -1.939, 2.147], [5.524, 5.080, -1.026], [0.571, 1.373, 0.896], [2.177, 3.437, 2.227], [-4.071, 4.983, -0.623], [-2.242, -0.891, -1.863], [4.784, 4.728, -0.323], [-0.077, -4.884, -1.098], [0.176, -4.379, -2.021], [2.662, -1.953, 2.218], [-3.427, -0.683, -2.543], [-3.110, -3.714, -0.165], [-0.808, -4.785, 1.219], [5.626, -1.386, -0.275], [0.197, 1.810, -0.313], [-5.394, -1.416, -2.944], [0.846, 1.543, -1.151], [-1.886, 2.776, 2.706]],
  "relative_energy_ev": 0.000,
  "molar_mass_g_mol": 941.04,
  "energy_ev": -277228.2064,
  "homo_lumo_gap_ev": [5.8928, 5.7416],
  "charge": 2
}